{
  "formula": "C17H34GeMnO7P2",
  "method": "ωB97M-V with the def2-TZVPD basis set",
  "mol_weight_g_mol": 539.95,
  "fmax_ev_per_a": 0.41,
  "charge": 2,
  "multiplicity": 6,
  "s2": 8.75,
  "e_lumo_ev": [-5.79, -6.71],
  "homo_energy_ev": [-15.544, -15.548],
  "orbital_gap_ev": [9.76, 8.84],
  "species": ["Mn", "C", "C", "C", "C", "C", "C", "C", "H", "H", "H", "H", "H", "H", "H", "H", "C", "C", "O", "P", "O", "O", "O", "P", "O", "O", "O", "H", "H", "H", "H", "H", "H", "H", "C", "C", "C", "C", "Ge", "C", "C", "C", "C", "H", "H", "H", "H", "H", "H", "H", "H", "H", "H", "H", "H", "H", "H", "H", "H", "H", "H", "H"],
  "xyz": [[1.674593, 1.756724, 0.151791], [-0.850120, 1.514161, 2.680557], [-0.036426, 2.477195, 1.863829], [1.224274, 2.921238, 2.292226], [1.947196, 3.862319, 1.552841], [1.427426, 4.370489, 0.366395], [0.186178, 3.926664, -0.082577], [-0.530951, 2.985250, 0.652990], [-1.587452, 2.070905, 3.262686], [-0.233071, 0.951603, 3.379451], [-1.401426, 0.820837, 2.044757], [1.631348, 2.541377, 3.221635], [2.909386, 4.203477, 1.913881], [1.984100, 5.101851, -0.203409], [-0.222640, 4.311265, -1.007798], [-1.499863, 2.650501, 0.302601], [3.440367, -1.221471, -2.848127], [3.758605, -0.437907, -1.575075], [5.074799, -0.643508, -1.074936], [3.696991, 1.360135, -1.859128], [4.392676, 2.021410, -0.592423], [4.576243, 1.614320, -3.112258], [2.307064, 1.922613, -1.841492], [2.605176, -0.967374, -0.223815], [2.967255, 0.042092, 1.011247], [2.702551, -2.393588, 0.050202], [1.203072, -0.312949, -0.518128], [4.186842, -1.009144, -3.612469], [2.456557, -0.955477, -3.239570], [3.443092, -2.289606, -2.628308], [5.344052, -1.561545, -1.221823], [5.297051, 1.735305, -0.382392], [4.476762, 2.419604, -3.640655], [3.575371, -0.285573, 1.690300], [-4.957260, -0.230022, -0.143058], [-3.479859, 0.103914, -0.316321], [-2.960595, -0.229603, -1.713142], [-1.450428, -0.004258, -1.884571], [-0.353053, -1.389972, -1.081024], [-0.843772, -2.283538, 0.551518], [-2.019288, -3.253406, 0.337036], [-2.412769, -3.979835, 1.622460], [-2.965492, -3.051719, 2.700996], [-5.313108, 0.029335, 0.853455], [-5.133594, -1.297128, -0.294836], [-5.565529, 0.312662, -0.867839], [-2.896901, -0.439747, 0.431480], [-3.323340, 1.172375, -0.124334], [-3.486641, 0.388851, -2.443020], [-3.222625, -1.262639, -1.961645], [-1.159858, 0.962944, -1.461910], [-1.176801, 0.024870, -2.939661], [0.342226, -2.289130, -2.104529], [-1.084582, -1.534061, 1.306339], [0.037668, -2.833052, 0.893168], [-1.747114, -3.992629, -0.420783], [-2.894520, -2.718974, -0.041879], [-1.552295, -4.535319, 2.004189], [-3.169770, -4.723118, 1.367884], [-2.212870, -2.349771, 3.070534], [-3.309391, -3.625490, 3.560170], [-3.815509, -2.474720, 2.326316]],
  "atomic_forces_ev_per_a": [[-0.370, 0.129, -0.132], [0.000, 0.027, 0.006], [-0.057, -0.184, 0.108], [0.041, -0.124, 0.162], [0.189, 0.030, 0.128], [0.070, 0.137, -0.143], [-0.086, 0.066, -0.148], [-0.122, -0.072, -0.057], [0.011, 0.004, 0.009], [-0.003, 0.000, -0.017], [-0.001, 0.002, -0.001], [-0.003, 0.017, 0.009], [-0.011, -0.017, -0.006], [0.000, -0.004, -0.003], [0.004, -0.015, -0.004], [-0.003, 0.014, -0.015], [0.029, 0.022, 0.023], [-0.022, -0.024, -0.012], [-0.024, -0.016, -0.004], [0.291, 0.135, 0.165], [0.146, 0.046, 0.003], [-0.147, -0.153, -0.167], [0.089, -0.027, 0.188], [0.010, -0.300, -0.055], [-0.056, 0.095, 0.000], [-0.008, 0.186, 0.014], [0.026, 0.034, 0.007], [0.009, 0.011, 0.015], [-0.001, -0.001, 0.009], [-0.004, -0.012, 0.007], [0.007, 0.001, -0.008], [-0.042, -0.050, -0.059], [-0.013, 0.041, 0.031], [0.060, 0.014, -0.064], [0.040, -0.013, -0.045], [-0.018, 0.012, -0.087], [-0.046, 0.042, 0.006], [-0.030, -0.007, 0.033], [0.033, -0.008, -0.029], [-0.063, -0.111, 0.009], [0.095, -0.011, 0.071], [-0.080, 0.037, 0.034], [0.050, -0.028, -0.026], [0.012, 0.001, -0.006], [-0.006, 0.022, 0.005], [-0.002, -0.011, 0.008], [0.056, -0.032, 0.106], [0.019, -0.001, -0.004], [-0.023, -0.006, -0.011], [-0.004, 0.000, -0.010], [-0.009, 0.018, 0.015], [-0.003, 0.024, -0.032], [0.006, -0.013, -0.018], [-0.003, 0.022, 0.041], [0.000, 0.024, 0.003], [0.004, 0.009, -0.025], [-0.024, 0.044, -0.035], [0.008, 0.011, 0.005], [-0.004, -0.021, 0.019], [-0.012, -0.018, -0.021], [-0.016, 0.013, 0.005], [0.013, -0.015, -0.002]],
  "mulliken_spin": [4.79, 0.01, -0.04, 0.01, 0.03, 0.03, -0.05, 0.07, 0.00, 0.00, 0.00, 0.00, 0.01, 0.00, 0.00, 0.05, 0.00, -0.01, 0.00, 0.00, 0.01, 0.00, 0.05, -0.01, 0.04, 0.00, -0.03, 0.00, 0.00, 0.00, 0.00, 0.00, 0.00, 0.01, 0.00, 0.00, 0.00, 0.00, 0.00, 0.00, 0.00, 0.00, 0.00, 0.00, 0.00, 0.00, 0.00, 0.00, 0.00, 0.00, 0.02, 0.00, 0.00, 0.00, 0.00, 0.00, 0.00, 0.00, 0.00, 0.00, 0.00, 0.00]
}